w) An isolated ion of composition C4H11N2O and charge -1, computed with the ωB97M-V functional and the def2-TZVPD basis.

Geometry as XYZ:
```
18
Properties=species:S:1:pos:R:3:nbo_charge:R:1
C -1.885 1.557 -0.402 -0.410
N -1.929 0.435 0.500 -0.658
C -0.691 0.228 1.210 -0.228
C 0.379 -0.754 0.545 -0.226
N 1.200 -0.130 -0.491 -0.702
C 2.336 -1.091 -0.885 0.121
O 2.021 -2.388 -0.697 -0.968
H -1.987 2.495 0.154 0.165
H -0.944 1.803 -0.923 0.181
H -2.689 1.576 -1.138 0.184
H -2.313 -0.411 0.112 0.360
H -0.802 -0.162 2.221 0.168
H -0.138 1.171 1.391 0.185
H -0.040 -1.755 0.466 0.189
H 1.083 -0.790 1.390 0.171
H 0.646 -0.007 -1.342 0.319
H 2.574 -0.856 -1.936 0.076
H 3.179 -0.920 -0.178 0.075
```

* lowest unoccupied orbital energy: 3.82 eV
* structure (SMILES): CNCCNC[O-]
* HOMO: -2.2 eV
* HOMO-LUMO gap: 6.04 eV
* net charge: -1

x) An isolated ion of composition C4H11N2O and charge -1, computed with the ωB97M-V functional and the def2-TZVPD basis.

Geometry as XYZ:
```
18
Properties=species:S:1:pos:R:3:nbo_charge:R:1
N -2.353 1.432 -0.117 -0.876
C -1.480 1.193 1.082 -0.219
C -0.381 0.159 0.772 -0.198
N 0.525 0.590 -0.230 -0.641
C 1.545 -0.264 -0.743 -0.281
C 1.304 -1.835 -0.784 -0.002
O 2.323 -2.571 -1.298 -0.954
H -1.860 1.681 -0.976 0.372
H -2.944 0.605 -0.427 0.353
H -2.020 0.749 1.923 0.188
H -0.968 2.119 1.440 0.173
H 0.181 -0.151 1.794 0.113
H -0.747 -0.719 0.480 0.193
H 0.975 1.426 0.181 0.330
H 1.795 -0.090 -1.844 0.171
H 2.536 -0.257 -0.215 0.158
H 0.424 -2.001 -1.470 0.091
H 1.145 -2.066 0.431 0.027
```

* lowest unoccupied orbital energy: 3.77 eV
* structure (SMILES): NCCNCC[O-]
* HOMO: -2.3 eV
* HOMO-LUMO gap: 6.09 eV
* net charge: -1

y) An isolated ion of composition C4H11N2O and charge -1, computed with the ωB97M-V functional and the def2-TZVPD basis.

Geometry as XYZ:
```
18
Properties=species:S:1:pos:R:3:nbo_charge:R:1
C -1.068 1.385 1.192 -0.615
C -0.173 0.382 0.469 -0.072
C -1.094 -0.444 -0.491 -0.245
N -2.024 -1.355 0.248 -0.861
N 0.888 1.026 -0.310 -0.687
C 2.056 0.100 -0.639 0.135
O 1.766 -1.213 -0.666 -0.969
H -1.978 1.048 1.705 0.181
H -0.556 1.957 1.966 0.200
H -1.364 2.085 0.392 0.189
H 0.185 -0.361 1.186 0.199
H -0.493 -1.114 -1.089 0.254
H -1.747 0.230 -1.044 0.149
H -2.331 -0.945 1.114 0.331
H -1.545 -2.201 0.521 0.349
H 0.369 1.213 -1.166 0.320
H 2.822 0.318 0.132 0.068
H 2.486 0.440 -1.614 0.074
```

* lowest unoccupied orbital energy: 4.05 eV
* structure (SMILES): C[C@@H](CN)NC[O-]
* HOMO: -2.4 eV
* HOMO-LUMO gap: 6.48 eV
* net charge: -1

Which of them is the most stable, and which is the least stable? y) and x), in that order.

w) A 2-piece molecular cluster, C3H8OS2 overall, computed with the ωB97M-V functional and the def2-TZVPD basis.

Geometry as XYZ:
```
14
Properties=species:S:1:pos:R:3:nbo_charge:R:1
C -0.756 -1.619 0.789 -0.654
C 0.033 -0.095 -1.327 -0.750
C 0.252 -0.680 0.014 -0.024
O -0.567 1.844 0.611 -0.969
S 2.624 1.127 -0.187 -0.508
S 1.699 -0.292 0.819 0.460
H -1.638 -1.212 0.402 0.230
H -0.725 -2.665 0.583 0.237
H -0.538 -1.329 1.920 0.232
H -0.880 0.505 -1.487 0.253
H 0.166 -0.798 -2.183 0.248
H 0.768 0.653 -1.560 0.266
H -0.432 2.044 1.553 0.482
H -0.007 2.517 0.053 0.498
```

* lowest unoccupied orbital energy (alpha / beta): -0.49 / -0.49 eV
* HOMO (alpha / beta): -8.0 / -8.0 eV
* HOMO-LUMO gap (alpha / beta): 7.48 / 7.48 eV
* net charge: 0

x) A 2-piece molecular cluster, C3H8OS2 overall, computed with the ωB97M-V functional and the def2-TZVPD basis.

Geometry as XYZ:
```
14
Properties=species:S:1:pos:R:3:nbo_charge:R:1
C -1.323 -0.424 -1.884 -0.732
C -0.195 0.175 -2.693 0.437
O -0.103 1.340 -2.967 -0.517
H -2.198 -0.207 -2.501 0.244
H -1.442 0.077 -0.930 0.240
H -1.201 -1.498 -1.834 0.221
H 0.555 -0.541 -3.070 0.102
C -1.321 -0.574 2.046 -0.757
S 0.375 -1.031 1.621 0.078
S 1.234 0.739 1.019 -0.114
H -1.391 -0.447 3.123 0.223
H -1.962 -1.394 1.733 0.226
H -1.668 0.328 1.532 0.234
H 1.174 0.515 -0.278 0.114
```

* lowest unoccupied orbital energy: 0.59 eV
* structure (SMILES): CC=O.CSS
* HOMO: -9.2 eV
* HOMO-LUMO gap: 9.77 eV
* net charge: 0

Which of them is the most stable, and which is the least stable? x) and w), in that order.

w) A 2-piece molecular cluster, C3H8OS2 overall, computed with the ωB97M-V functional and the def2-TZVPD basis.

Geometry as XYZ:
```
14
Properties=species:S:1:pos:R:3:nbo_charge:R:1
C 1.461 -0.828 -1.054 -0.426
C 1.671 0.032 -0.107 -0.311
S 1.689 1.801 -0.228 0.053
S 2.103 -0.424 1.544 0.010
H 1.541 -1.862 -0.819 0.222
H 1.444 -0.428 -2.086 0.212
H 1.270 1.956 -1.494 0.116
H 0.904 -0.537 2.060 0.123
C -2.001 -0.251 0.163 -0.243
O -1.910 1.140 0.258 -0.715
H -1.760 -0.659 1.119 0.155
H -1.350 -0.759 -0.507 0.178
H -3.058 -0.499 -0.123 0.158
H -2.004 1.319 1.273 0.468
```

* lowest unoccupied orbital energy: 0.53 eV
* structure (SMILES): C=C(S)S.CO
* HOMO: -8.9 eV
* HOMO-LUMO gap: 9.40 eV
* net charge: 0

x) A 2-piece molecular cluster, C3H8OS2 overall, computed with the ωB97M-V functional and the def2-TZVPD basis.

Geometry as XYZ:
```
14
Properties=species:S:1:pos:R:3:nbo_charge:R:1
C -2.528 -0.584 1.177 -0.534
C -1.470 -0.002 0.593 0.154
O -1.224 1.326 0.698 -0.678
H -2.575 -1.639 1.397 0.213
H -3.320 -0.001 1.638 0.187
H -0.730 -0.617 0.104 0.175
H -2.076 1.764 0.872 0.480
C 2.163 0.184 -0.042 -0.765
S 2.254 0.941 -1.652 0.109
S 2.177 -0.710 -2.894 -0.141
H 3.118 -0.253 0.267 0.221
H 2.033 0.968 0.708 0.238
H 1.360 -0.540 -0.007 0.214
H 0.818 -0.837 -2.857 0.125
```

* lowest unoccupied orbital energy: 0.62 eV
* structure (SMILES): C=CO.CSS
* HOMO: -9.0 eV
* HOMO-LUMO gap: 9.62 eV
* net charge: 0

Which of them is the most stable, and which is the least stable? x) and w), in that order.

w) A 2-piece molecular cluster, C5H8O2 overall, computed with the ωB97M-V functional and the def2-TZVPD basis.

Geometry as XYZ:
```
15
Properties=species:S:1:pos:R:3:nbo_charge:R:1
C -0.253 -2.757 0.222 1.027
C 0.170 -0.387 0.302 0.210
C 0.084 0.155 1.715 -0.769
C 0.562 1.456 -1.420 -0.602
C -0.513 0.434 -0.727 -0.573
O 0.688 -3.380 -0.072 -0.516
O -1.262 -2.280 0.464 -0.501
H 1.095 0.102 2.363 0.221
H -0.776 -0.214 2.299 0.220
H -0.127 1.221 1.668 0.221
H 0.630 2.382 -0.891 0.201
H 0.198 1.756 -2.445 0.206
H 1.557 0.952 -1.490 0.213
H -0.615 -0.383 -1.413 0.216
H -1.437 0.944 -0.574 0.225
```

* 2S+1: 3
* lowest unoccupied orbital energy (alpha / beta): 0.82 / -0.82 eV
* <S²>: 2.0061
* HOMO (alpha / beta): -7.5 / -11.2 eV
* HOMO-LUMO gap (alpha / beta): 8.31 / 10.36 eV
* net charge: 0

x) A 2-piece molecular cluster, C5H8O2 overall, computed with the ωB97M-V functional and the def2-TZVPD basis.

Geometry as XYZ:
```
15
Properties=species:S:1:pos:R:3:nbo_charge:R:1
C 1.399 -1.060 -3.006 -0.329
C 0.361 -0.345 -2.560 -0.289
C -0.240 -0.019 2.443 -0.209
C 0.042 -0.060 -1.110 0.751
C -1.260 0.928 2.746 -0.709
O -0.518 0.923 -0.689 -0.619
O 0.305 -1.055 -0.298 -0.679
H 1.336 -1.309 -4.096 0.214
H 2.227 -1.195 -2.355 0.218
H -0.362 0.192 -3.058 0.220
H 0.471 0.173 3.251 0.163
H -1.402 1.214 3.772 0.241
H -2.101 0.927 2.148 0.228
H -0.364 1.512 2.034 0.309
H 0.107 -0.826 0.775 0.490
```

* 2S+1: 3
* lowest unoccupied orbital energy (alpha / beta): 0.75 / -1.96 eV
* <S²>: 2.0060
* HOMO (alpha / beta): -7.1 / -10.0 eV
* HOMO-LUMO gap (alpha / beta): 7.83 / 8.03 eV
* net charge: 0

Which of them is the most stable, and which is the least stable? w) and x), in that order.

w) A 2-piece molecular cluster, C2H5FOS overall, computed with the ωB97M-V functional and the def2-TZVPD basis.

Geometry as XYZ:
```
10
Properties=species:S:1:pos:R:3:nbo_charge:R:1
C -1.715 0.498 0.645 -0.860
C 2.098 -0.164 -0.613 0.060
O -1.242 -1.620 -0.837 -0.805
F 3.118 -0.200 0.382 -0.377
S -0.746 -1.023 0.435 0.951
H -2.631 0.534 -0.003 0.260
H -0.927 1.210 0.552 0.231
H -2.113 0.716 1.632 0.237
H 2.283 -0.888 -1.415 0.158
H 1.875 0.938 -0.778 0.147
```

* lowest unoccupied orbital energy (alpha / beta): -0.03 / -0.68 eV
* HOMO (alpha / beta): -8.7 / -9.2 eV
* HOMO-LUMO gap (alpha / beta): 8.71 / 8.50 eV
* net charge: 0

x) A 2-piece molecular cluster, C2H5FOS overall, computed with the ωB97M-V functional and the def2-TZVPD basis.

Geometry as XYZ:
```
10
Properties=species:S:1:pos:R:3:nbo_charge:R:1
C 0.933 -0.674 0.710 -0.618
C 0.093 0.083 -0.452 -0.630
O -1.821 0.702 1.147 -0.715
F -1.646 1.021 -2.517 -0.711
S -0.965 1.393 0.226 1.448
H 1.730 -1.213 0.293 0.232
H 1.310 0.116 1.411 0.208
H 0.310 -1.473 1.320 0.237
H -0.583 -0.584 -0.969 0.297
H 0.638 0.629 -1.168 0.251
```

* lowest unoccupied orbital energy (alpha / beta): -3.41 / -3.41 eV
* HOMO (alpha / beta): -10.0 / -10.0 eV
* HOMO-LUMO gap (alpha / beta): 6.58 / 6.55 eV
* net charge: 0

Which of them is the most stable, and which is the least stable? w) and x), in that order.

w) A 2-piece molecular cluster, C2H5ClN2OS overall, computed with the ωB97M-V functional and the def2-TZVPD basis.

Geometry as XYZ:
```
12
Properties=species:S:1:pos:R:3:nbo_charge:R:1
H -0.577 -0.658 2.045 0.342
N -1.086 0.107 1.611 -0.675
C -0.503 0.523 0.556 0.326
N -0.996 1.541 -0.206 -0.795
C 0.804 -0.011 -0.038 0.371
O 1.001 0.031 -1.226 -0.550
S 2.021 -0.726 1.047 0.026
H -1.959 1.789 -0.033 0.402
H -0.680 1.577 -1.166 0.408
H 1.487 -0.284 2.196 0.137
Cl -0.202 -2.006 -1.937 -0.265
H 0.692 -1.883 -2.849 0.274
```

* lowest unoccupied orbital energy: 0.09 eV
* structure (SMILES): [H]/N=C(/N)C(=O)S.Cl
* HOMO: -9.8 eV
* HOMO-LUMO gap: 9.92 eV
* net charge: 0

x) One molecule with the formula C2H5ClN2OS, computed with the ωB97M-V functional and the def2-TZVPD basis.

Geometry as XYZ:
```
12
Properties=species:S:1:pos:R:3:nbo_charge:R:1
O -0.723 1.910 -0.202 -0.557
N 0.100 1.133 0.591 -0.356
C 0.023 -0.265 0.219 0.377
C 1.316 -1.039 0.351 -0.381
Cl 2.772 -0.074 -0.311 -0.090
N -1.038 -0.985 0.070 -0.641
S -2.577 -0.362 -0.221 0.151
H -1.772 1.752 0.364 0.476
H 1.100 1.468 0.560 0.381
H 1.569 -1.188 1.419 0.235
H 1.096 -1.979 -0.084 0.249
H -3.573 -1.517 0.132 0.155
```

* lowest unoccupied orbital energy: 0.36 eV
* structure (SMILES): ON/C(CCl)=N\S
* HOMO: -8.6 eV
* HOMO-LUMO gap: 8.99 eV
* net charge: 0

Which of them is the most stable, and which is the least stable? w) and x), in that order.

w) One molecule with the formula C3H5FS, computed with the ωB97M-V functional and the def2-TZVPD basis.

Geometry as XYZ:
```
10
Properties=species:S:1:pos:R:3:nbo_charge:R:1
C 0.858 -0.596 0.564 -0.630
C -0.302 -0.208 -0.426 0.115
F 0.448 -0.649 -1.640 -0.389
C -1.146 0.908 -0.260 -0.274
S -0.795 2.470 -0.845 0.057
H 1.544 -1.265 -0.076 0.281
H 1.377 0.418 0.526 0.213
H 0.454 -0.720 1.609 0.227
H -0.978 -1.142 -0.195 0.192
H -1.461 0.785 0.742 0.208
```

* lowest unoccupied orbital energy: -1.33 eV
* structure (SMILES): C[C@H](F)C=S
* HOMO: -9.2 eV
* HOMO-LUMO gap: 7.92 eV
* net charge: 0

x) One molecule with the formula C3H5FS, computed with the ωB97M-V functional and the def2-TZVPD basis.

Geometry as XYZ:
```
10
Properties=species:S:1:pos:R:3:nbo_charge:R:1
F -0.710 1.726 -1.206 -0.340
C -0.649 0.757 -0.221 0.201
C -0.196 -0.616 -0.712 -0.464
C 0.701 0.222 0.132 -0.427
S 1.216 -0.330 1.708 0.043
H -1.468 0.722 0.557 0.185
H 0.050 -0.983 -1.709 0.238
H -0.470 -1.419 -0.116 0.207
H 1.480 0.784 -0.439 0.253
H 0.046 -0.864 2.005 0.104
```

* lowest unoccupied orbital energy: 0.91 eV
* structure (SMILES): F[C@H]1C[C@@H]1S
* HOMO: -9.1 eV
* HOMO-LUMO gap: 10.03 eV
* net charge: 0

Which of them is the most stable, and which is the least stable? x) and w), in that order.

w) C4H6IN as an isolated structure, computed with the ωB97M-V functional and the def2-TZVPD basis.

Geometry as XYZ:
```
12
Properties=species:S:1:pos:R:3:nbo_charge:R:1
C -2.282 0.876 1.831 0.006
C -0.956 0.894 1.273 0.031
C 0.763 -0.056 -1.435 -0.637
C 1.487 -0.653 -0.192 -0.536
N -2.143 0.712 0.595 -0.358
I 0.192 -1.648 1.105 0.158
H -3.037 0.684 2.544 0.216
H 1.788 0.262 0.235 0.230
H 0.170 0.864 -1.336 0.233
H 0.192 -0.787 -2.125 0.210
H 1.518 0.236 -2.121 0.213
H 2.306 -1.384 -0.375 0.234
```

* lowest unoccupied orbital energy: 0.38 eV
* HOMO: -8.6 eV
* HOMO-LUMO gap: 8.95 eV
* net charge: 0

x) One molecule with the formula C4H6IN, computed with the ωB97M-V functional and the def2-TZVPD basis.

Geometry as XYZ:
```
12
Properties=species:S:1:pos:R:3:nbo_charge:R:1
C 0.241 1.536 0.491 -0.688
C -0.348 0.617 -0.551 -0.367
I -2.326 0.171 0.040 0.091
C 0.591 -1.022 -0.558 -0.105
C -0.187 -2.074 0.044 0.059
N 0.694 -1.529 0.833 -0.309
H 1.373 1.725 0.296 0.224
H 0.224 0.883 1.481 0.234
H -0.252 2.530 0.722 0.234
H -0.379 0.945 -1.628 0.223
H 1.400 -1.163 -1.150 0.186
H -1.032 -2.620 -0.019 0.218
```

* lowest unoccupied orbital energy: 0.56 eV
* structure (SMILES): C[C@H](I)[C@@H]1C=N1
* HOMO: -9.5 eV
* HOMO-LUMO gap: 10.06 eV
* net charge: 0

Which of them is the most stable, and which is the least stable? x) and w), in that order.